ORCA calculation (ωB97M-V/def2-TZVPD) on a 15-piece molecular cluster, C66H176B4F16N11O22 overall.

Strongest force on any atom: 4.086 eV/A
2S+1: 1
Total charge: +7
HOMO-LUMO gap: 6.85 eV
Highest occupied orbital energy: -15.38 eV
LUMO energy: -8.537 eV

CARTESIAN COORDINATES (ANGSTROEM)
C1 -24.583304 -13.434686 21.554599
O1 -25.750939 -14.308295 21.704859
C2 -26.789608 -13.737050 22.470083
C3 -28.102743 -14.450055 22.270424
N1 -27.802624 -15.929223 22.677305
H1 -27.197251 -16.285203 21.951422
H2 -27.374008 -15.995623 23.589433
C4 -28.954812 -16.977589 22.563952
C5 -29.322659 -17.345160 21.062628
O2 -28.099113 -17.284930 20.425484
C6 -28.192412 -17.577008 18.977554
H3 -24.797384 -12.839726 20.666741
H4 -23.743736 -14.075554 21.285321
H5 -24.271108 -12.850759 22.420431
H6 -26.907979 -12.702911 22.146590
H7 -26.492973 -13.573781 23.506163
H8 -28.433339 -14.467415 21.231910
H9 -28.807866 -13.989767 22.962543
H10 -29.813470 -16.537105 23.070684
H11 -28.622045 -17.835890 23.147630
H12 -30.082828 -16.666592 20.675587
H13 -29.767196 -18.339989 21.091021
H14 -27.218082 -17.412125 18.517566
H15 -28.895968 -16.906982 18.483405
H16 -28.612104 -18.582918 18.987818
C7 0.642152 -8.730642 11.758752
O3 -0.648709 -8.872458 11.131178
C8 -1.055783 -7.688818 10.430316
C9 -2.536438 -7.833735 10.087259
N2 -3.347308 -8.365677 11.284468
H17 -4.119365 -8.950443 10.997996
H18 -2.864330 -9.030884 11.871268
C10 -3.951389 -7.172968 12.092523
C11 -4.566022 -7.537922 13.381590
O4 -5.524834 -8.551982 13.066626
C12 -5.876745 -9.424069 14.142743
H19 0.521455 -7.850044 12.389683
H20 1.460760 -8.639324 11.044855
H21 0.804393 -9.668207 12.290498
H22 -0.352596 -7.608271 9.601382
H23 -0.905330 -6.791079 11.029924
H24 -2.734531 -8.574280 9.312371
H25 -2.928191 -6.947752 9.587588
H26 -4.696237 -6.665271 11.479693
H27 -3.123473 -6.496281 12.304042
H28 -5.127735 -6.664607 13.713103
H29 -3.869184 -7.761040 14.189505
H30 -6.527935 -10.245539 13.844032
H31 -6.482321 -8.784042 14.784424
H32 -4.912104 -9.750179 14.531615
C13 -35.432037 -7.671939 15.726720
O5 -34.583266 -8.464297 14.866919
C14 -34.116464 -7.823979 13.688354
C15 -32.731628 -7.088880 13.831445
N3 -31.664303 -8.192332 13.934403
H33 -31.462384 -8.693514 13.081090
H34 -30.805711 -7.682788 14.087055
C16 -31.786381 -9.284841 15.040746
C17 -30.478680 -9.959186 15.397247
O6 -29.499551 -10.056101 14.390193
C18 -28.441449 -10.932676 14.705614
H35 -35.478779 -8.064533 16.742492
H36 -36.461241 -7.553969 15.387702
H37 -34.948111 -6.713924 15.916769
H38 -34.859593 -7.051511 13.490443
H39 -34.156889 -8.627683 12.953157
H40 -32.667943 -6.548990 14.776206
H41 -32.551022 -6.487827 12.940257
H42 -32.247893 -10.040479 14.405027
H43 -32.365376 -8.970308 15.909041
H44 -30.674878 -10.943484 15.822405
H45 -30.081245 -9.467811 16.285332
H46 -27.863043 -11.046889 13.788829
H47 -28.844086 -11.934542 14.854795
H48 -27.873430 -10.659370 15.594855
C19 -5.460871 -21.812768 15.359851
O7 -4.831137 -20.610774 15.052090
C20 -5.276245 -19.827075 13.992573
C21 -4.691824 -18.388285 14.029169
N4 -3.190824 -18.376896 14.016154
H49 -2.919257 -19.080564 14.687865
H50 -2.799862 -18.692366 13.139958
C22 -2.533430 -17.009685 14.324637
C23 -1.046743 -17.044002 14.100649
O8 -0.434524 -18.184189 14.725389
C24 0.851261 -18.525758 14.165541
H51 -4.983894 -22.558747 15.995543
H52 -5.563637 -22.310505 14.395596
H53 -6.488226 -21.593719 15.650833
H54 -6.360991 -19.827820 13.885650
H55 -4.951874 -20.269364 13.050634
H56 -5.014550 -17.895270 14.946170
H57 -5.071024 -17.843557 13.164545
H58 -2.691569 -16.826331 15.387402
H59 -3.132395 -16.208344 13.891977
H60 -0.549352 -16.136275 14.442313
H61 -0.918952 -17.025884 13.018323
H62 1.091838 -19.520592 14.540431
H63 1.584570 -17.806702 14.530624
H64 0.869919 -18.546419 13.075892
C25 -19.560145 -17.220747 17.316942
O9 -18.134312 -17.119644 17.146826
C26 -17.399033 -18.364927 17.152186
C27 -16.032678 -17.891998 16.545313
N5 -16.192637 -17.484477 15.057777
H65 -16.350075 -18.336166 14.538228
H66 -16.962822 -16.882659 14.803366
C28 -14.989515 -16.807396 14.386135
C29 -14.798877 -15.302498 14.776503
O10 -16.092195 -14.572237 14.663982
C30 -16.469227 -13.876725 15.830427
H67 -20.095692 -16.389927 16.857563
H68 -19.959648 -17.331423 18.325041
H69 -19.884936 -18.059124 16.700720
H70 -17.883319 -19.153146 16.575744
H71 -17.288917 -18.706543 18.181396
H72 -15.305658 -18.701122 16.615012
H73 -15.595040 -17.080944 17.127361
H74 -15.186403 -17.089520 13.351852
H75 -14.086119 -17.340369 14.682645
H76 -13.988408 -14.882100 14.181102
H77 -14.425322 -15.250745 15.799183
H78 -16.041647 -12.880383 15.942561
H79 -16.305245 -14.457130 16.738353
H80 -17.553579 -13.766298 15.821128
C31 -17.580159 -5.153033 15.436216
O11 -18.133395 -4.964888 14.093771
C32 -18.274942 -3.520432 13.809112
C33 -18.979118 -3.344026 12.470765
N6 -18.209962 -4.041109 11.324742
H81 -18.120160 -4.982525 11.679393
H82 -18.774617 -4.036275 10.487340
C34 -16.781861 -3.499079 11.010162
C35 -15.785349 -4.600880 10.711029
O12 -15.809881 -5.587003 11.808787
C36 -14.861584 -6.635857 11.444503
H83 -18.285528 -4.933741 16.237751
H84 -16.599597 -4.698217 15.576703
H85 -17.284879 -6.195825 15.552436
H86 -17.304179 -3.027112 13.857528
H87 -18.900815 -3.190946 14.638463
H88 -19.055330 -2.297246 12.176610
H89 -19.974126 -3.788948 12.461397
H90 -16.386297 -2.828125 11.772691
H91 -17.033488 -2.909065 10.128870
H92 -14.789312 -4.205586 10.511670
H93 -16.161937 -5.162819 9.856326
H94 -13.840647 -6.256733 11.489845
H95 -15.094006 -7.009515 10.447274
H96 -14.903306 -7.514635 12.088005
C37 -17.810843 -17.303096 25.201454
O13 -16.495266 -17.755752 24.895650
C38 -15.468963 -16.773782 25.116871
C39 -14.210949 -17.557237 25.481147
N7 -14.068368 -18.657143 24.452273
H97 -14.945002 -18.897255 24.011871
H98 -13.571942 -18.311373 23.643510
C40 -13.369840 -19.937445 24.947016
C41 -13.351430 -20.881477 23.765193
O14 -14.561075 -20.845454 23.088706
C42 -14.812135 -21.945115 22.257432
H99 -18.526804 -18.107984 25.035154
H100 -18.061489 -16.468939 24.546123
H101 -17.999348 -17.091782 26.254025
H102 -15.634031 -16.144147 25.991185
H103 -15.276786 -16.241949 24.185022
H104 -14.266191 -17.974482 26.486617
H105 -13.297925 -16.967276 25.400883
H106 -14.014346 -20.318439 25.739199
H107 -12.397522 -19.753216 25.403918
H108 -13.293173 -21.904423 24.137088
H109 -12.463333 -20.754163 23.146191
H110 -13.992781 -22.188521 21.581033
H111 -15.791784 -21.886865 21.783092
H112 -14.964832 -22.756564 22.969009
C43 -28.112200 -23.855517 19.428044
O15 -29.438586 -24.260979 19.732645
C44 -29.584556 -25.065628 20.862368
C45 -31.080999 -25.195808 21.175670
N8 -31.829209 -25.421572 19.841318
H113 -31.447618 -24.905025 19.061781
H114 -31.689938 -26.377965 19.548028
C46 -33.286861 -25.095096 19.949885
C47 -33.802405 -24.704877 18.592911
O16 -32.935659 -23.713722 18.003501
C48 -33.415097 -22.412413 18.211581
H115 -27.542823 -24.757167 19.202325
H116 -27.696342 -23.426634 20.339751
H117 -28.138204 -23.107783 18.635376
H118 -29.216305 -24.617294 21.785125
H119 -29.425310 -26.133752 20.714558
H120 -31.435587 -24.247057 21.578461
H121 -31.351420 -25.993838 21.867124
H122 -33.378625 -24.206499 20.574443
H123 -33.710908 -26.024545 20.329894
H124 -34.854067 -24.418336 18.591626
H125 -33.699401 -25.568099 17.935375
H126 -32.840691 -21.662839 17.667254
H127 -33.529918 -22.188753 19.272191
H128 -34.403828 -22.183853 17.813745
C49 -17.874807 -32.033043 13.223461
O17 -17.580781 -30.669759 13.342187
C50 -17.325238 -30.305400 14.718874
C51 -16.976383 -28.824593 14.929527
N9 -18.211997 -27.892074 14.906835
H129 -18.585777 -27.983631 15.840655
H130 -17.950929 -26.916840 14.877671
C52 -19.248181 -28.109799 13.866943
C53 -20.502206 -27.433221 14.429263
O18 -20.294802 -26.030182 14.784820
C54 -20.483818 -25.151703 13.734590
H131 -18.877880 -32.295643 13.559593
H132 -17.174206 -32.664227 13.770145
H133 -17.822035 -32.130028 12.139074
H134 -16.471584 -30.857732 15.111677
H135 -18.186467 -30.394895 15.380980
H136 -16.406527 -28.451217 14.078679
H137 -16.388141 -28.658763 15.832069
H138 -19.527470 -29.157958 13.759895
H139 -18.861892 -27.628377 12.968552
H140 -20.774188 -28.040643 15.292484
H141 -21.342424 -27.511196 13.739293
H142 -20.114451 -25.467557 12.758932
H143 -19.985425 -24.198983 13.913572
H144 -21.546993 -24.962190 13.586763
C55 -15.139220 -16.821949 5.241761
O19 -13.860342 -16.333071 4.784208
C56 -13.539059 -14.948163 5.170460
C57 -12.695945 -14.410184 3.990056
N10 -13.533552 -14.458504 2.718892
H145 -13.950759 -15.378224 2.706423
H146 -14.371422 -13.909230 2.846816
C58 -12.959417 -14.054199 1.378294
C59 -11.847993 -15.033184 0.938013
O20 -10.794138 -14.860443 1.921580
C60 -9.621738 -15.693961 1.698513
H147 -15.182955 -16.921424 6.326337
H148 -15.297929 -17.794330 4.775529
H149 -15.994735 -16.298233 4.815243
H150 -12.913738 -15.010245 6.061093
H151 -14.411161 -14.306022 5.293695
H152 -11.786435 -14.995104 3.853063
H153 -12.447966 -13.354223 4.097541
H154 -12.589784 -13.066601 1.654227
H155 -13.747522 -13.956117 0.631727
H156 -11.497712 -14.804191 -0.068443
H157 -12.198920 -16.065123 0.930268
H158 -9.949372 -16.661559 2.078657
H159 -8.826803 -15.309565 2.337592
H160 -9.343556 -15.841198 0.654948
C61 -20.587533 -10.558872 8.435475
O21 -21.285360 -9.318337 8.397238
C62 -22.663232 -9.336618 8.119853
C63 -23.010538 -9.680669 6.693322
N11 -22.069510 -8.955007 5.801351
H161 -22.003973 -7.983124 6.068272
H162 -21.133032 -9.287616 5.981553
C64 -22.344343 -9.302845 4.294580
C65 -21.918303 -10.672539 3.768071
O22 -23.046030 -11.465660 4.096711
C66 -22.788824 -12.759014 4.713963
H163 -19.589615 -10.374703 8.833401
H164 -20.568651 -11.053308 7.464261
H165 -21.133558 -11.202294 9.125380
H166 -22.836296 -8.267597 8.243683
H167 -23.252651 -9.911428 8.834192
H168 -24.032847 -9.342421 6.524254
H169 -22.960982 -10.756804 6.527227
H170 -21.641820 -8.545190 3.947407
H171 -23.385685 -9.046966 4.099084
H172 -21.017785 -11.119406 4.189339
H173 -21.820501 -10.580563 2.686367
H174 -22.012656 -12.671783 5.474262
H175 -22.568695 -13.434872 3.887611
H176 -23.684114 -13.116604 5.222586
B1 -14.822302 -23.407363 12.597119
F1 -13.813836 -22.475559 12.429189
F2 -14.637842 -24.535928 11.915677
F3 -14.864940 -23.718343 13.970041
F4 -15.916495 -22.774518 12.203533
B2 -22.412689 -16.846807 10.879975
F5 -21.117040 -16.529647 11.367713
F6 -22.969267 -15.683164 10.238187
F7 -22.306945 -17.761814 9.832649
F8 -23.190568 -17.280333 11.920623
B3 -7.125340 -13.259839 8.168259
F9 -5.890397 -13.209573 8.702859
F10 -7.861359 -14.083946 8.995064
F11 -7.731513 -12.011509 8.064259
F12 -7.009349 -13.836704 6.925780
B4 -9.509904 -16.486007 20.046566
F13 -10.448871 -15.679104 20.710462
F14 -8.485722 -15.696739 19.477146
F15 -8.885992 -17.265777 20.981002
F16 -10.168623 -17.247797 19.053012

Cartesian forces (eV/Å) of the 3 atoms listed first:
C -0.49 -0.99 -0.98
O 0.54 -0.04 0.67
C 0.77 1.54 -0.87